No. 1
{"formula": "C49H112Cl4N16O16", "method": "the ωB97M-V functional and the def2-TZVPD basis", "symbols": ["C", "O", "N", "C", "C", "H", "H", "H", "H", "H", "H", "H", "C", "O", "N", "C", "C", "H", "H", "H", "H", "H", "H", "H", "C", "O", "N", "C", "C", "H", "H", "H", "H", "H", "H", "H", "C", "O", "N", "C", "C", "H", "H", "H", "H", "H", "H", "H", "C", "O", "N", "C", "C", "H", "H", "H", "H", "H", "H", "H", "C", "O", "N", "C", "C", "H", "H", "H", "H", "H", "H", "H", "C", "O", "N", "C", "C", "H", "H", "H", "H", "H", "H", "H", "C", "O", "N", "C", "C", "H", "H", "H", "H", "H", "H", "H", "C", "O", "N", "C", "C", "H", "H", "H", "H", "H", "H", "H", "C", "O", "N", "C", "C", "H", "H", "H", "H", "H", "H", "H", "C", "O", "N", "C", "C", "H", "H", "H", "H", "H", "H", "H", "C", "O", "N", "C", "C", "H", "H", "H", "H", "H", "H", "H", "C", "O", "N", "C", "C", "H", "H", "H", "H", "H", "H", "H", "C", "O", "N", "C", "C", "H", "H", "H", "H", "H", "H", "H", "C", "O", "N", "C", "C", "H", "H", "H", "H", "H", "H", "H", "C", "O", "N", "C", "C", "H", "H", "H", "H", "H", "H", "H", "C", "Cl", "Cl", "Cl", "Cl"], "coordinates": [[-6.2643, -1.9279, 5.7003], [-6.4720, -2.3063, 6.8238], [-5.4091, -0.9271, 5.3504], [-5.2152, -0.5381, 3.9260], [-4.4925, -0.3289, 6.3125], [-6.8052, -2.2699, 4.8044], [-4.1847, -0.5219, 3.5711], [-5.6407, 0.4555, 3.7855], [-5.7569, -1.2170, 3.2675], [-4.8211, -0.3960, 7.3497], [-3.5041, -0.7738, 6.1982], [-4.4782, 0.7078, 5.9763], [3.6243, 0.9061, 5.7356], [3.8406, 1.7434, 6.6027], [3.0066, 1.1769, 4.5733], [2.6118, 0.1607, 3.5506], [2.7100, 2.5439, 4.2419], [3.8421, -0.1730, 5.7535], [2.7193, -0.8576, 3.9241], [3.2492, 0.3249, 2.6818], [1.5535, 0.1931, 3.2917], [1.6581, 2.7492, 4.4405], [3.0565, 3.2071, 5.0344], [2.8235, 2.9294, 3.2287], [1.5241, 5.2179, 0.0224], [2.0613, 4.4590, 0.8268], [1.5950, 4.9931, -1.3030], [0.8796, 5.7851, -2.2014], [2.3398, 3.8846, -1.8222], [0.9157, 6.0748, 0.3506], [0.0044, 5.2955, -2.6284], [1.5445, 6.1372, -2.9901], [0.5449, 6.6935, -1.7005], [1.9063, 3.3011, -2.6344], [3.2725, 4.2325, -2.2662], [2.6095, 3.0763, -1.1425], [-5.7858, 6.7406, -2.8890], [-5.4829, 7.0159, -4.0673], [-4.9522, 5.9946, -2.1152], [-5.3625, 5.5725, -0.7905], [-3.6007, 5.6800, -2.6003], [-6.7075, 7.1433, -2.4413], [-6.3707, 5.8937, -0.5288], [-4.7240, 6.1499, -0.1219], [-5.1338, 4.5076, -0.7469], [-2.8310, 6.0438, -1.9196], [-3.3918, 4.6214, -2.7547], [-3.3506, 6.1989, -3.5256], [2.9864, -0.0363, -5.5150], [4.0100, -0.4003, -6.0215], [1.8172, -0.1356, -6.1905], [0.5899, -0.0943, -5.4636], [1.6661, -0.6286, -7.5806], [3.0611, 0.4179, -4.5148], [0.5676, 0.3626, -4.4742], [0.2451, -1.0989, -5.2186], [-0.1376, 0.5277, -5.9850], [1.3667, -1.6767, -7.5844], [0.8208, -0.1083, -8.0311], [2.5858, -0.6537, -8.1650], [-6.7516, -1.8995, 0.1175], [-7.6678, -1.1021, 0.3302], [-5.4912, -1.4436, 0.1000], [-4.4030, -2.3408, -0.1177], [-5.0628, -0.0685, 0.3570], [-6.9336, -2.9567, -0.1303], [-3.8363, -2.4513, 0.8068], [-3.7762, -1.9315, -0.9101], [-4.5951, -3.3544, -0.4697], [-4.3719, -0.0279, 1.1991], [-4.8351, 0.4833, -0.5550], [-5.8727, 0.5698, 0.7100], [1.8340, -3.9534, 2.1015], [1.7926, -2.9494, 1.4467], [2.6652, -5.0128, 1.7620], [2.4556, -6.3577, 2.2403], [3.6635, -4.9292, 0.7262], [1.1503, -4.1402, 2.9440], [2.5056, -7.1207, 1.4635], [1.5723, -6.4574, 2.8712], [3.2709, -6.4204, 2.9610], [4.0902, -3.9275, 0.6726], [4.4958, -5.6005, 0.9376], [3.3047, -5.1625, -0.2763], [-1.7743, -4.7511, -2.1630], [-2.0089, -5.9295, -2.2439], [-0.5868, -4.2809, -1.7853], [-0.3561, -2.8740, -1.7840], [0.5811, -5.1837, -1.6151], [-2.4910, -3.9662, -2.4503], [0.2744, -2.6776, -0.9168], [-1.2249, -2.2189, -1.7191], [0.1553, -2.5814, -2.7010], [1.3307, -5.0980, -2.4017], [1.1567, -4.8765, -0.7420], [0.1994, -6.2024, -1.5467], [-0.2027, 1.6153, 6.5510], [-1.2964, 1.4817, 6.0620], [0.1126, 0.9177, 7.7283], [1.4187, 1.1085, 8.4107], [-0.7764, -0.0517, 8.2758], [0.6624, 2.2498, 6.3036], [2.1076, 1.8210, 7.9568], [2.0685, 0.2372, 8.4929], [1.1647, 1.4613, 9.4102], [-0.2937, -1.0025, 8.5019], [-1.1741, 0.3670, 9.2003], [-1.6514, -0.2521, 7.6575], [6.5513, -1.7139, -1.1382], [7.0722, -2.1064, -2.1783], [5.3077, -1.2208, -1.0735], [4.6219, -0.8098, 0.1523], [4.5049, -0.8476, -2.2912], [7.0061, -1.8764, -0.1487], [4.3964, 0.2553, 0.2058], [5.3666, -0.9316, 0.9389], [3.7325, -1.4070, 0.3534], [4.0612, 0.1290, -2.0976], [5.0203, -0.8998, -3.2502], [3.6469, -1.5192, -2.3220], [-1.0582, -1.9558, 4.7780], [-0.3581, -1.2543, 4.0183], [-1.8940, -2.8751, 4.3655], [-2.9786, -3.5252, 5.1824], [-1.9397, -3.3324, 2.9832], [-1.1800, -1.7200, 5.8465], [-2.8929, -4.6026, 5.0414], [-3.9435, -3.2180, 4.7789], [-2.9662, -3.2631, 6.2403], [-1.3446, -2.8439, 2.2116], [-1.5155, -4.3356, 2.9401], [-2.9523, -3.3378, 2.5799], [5.6207, 4.3945, 1.2523], [5.8477, 5.5621, 1.0622], [6.4995, 3.3658, 1.2184], [6.1500, 2.0303, 1.6275], [7.9137, 3.6913, 1.0404], [4.5988, 4.0658, 1.4972], [5.0771, 2.0210, 1.8194], [6.6178, 1.6040, 2.5149], [6.3585, 1.3288, 0.8197], [8.4603, 2.8518, 0.6108], [8.0930, 4.5089, 0.3423], [8.3532, 3.8936, 2.0171], [1.0861, 0.0583, -0.9313], [1.4869, 0.4120, -2.0251], [-0.2241, 0.1893, -0.5628], [-0.6110, -0.2296, 0.7945], [-1.1698, 0.9747, -1.3364], [1.7580, -0.2478, -0.1145], [-0.5055, 0.6550, 1.4224], [-0.0429, -1.0883, 1.1522], [-1.6131, -0.6459, 0.8972], [-2.0378, 0.3965, -1.6532], [-1.5146, 1.7569, -0.6601], [-0.8590, 1.5092, -2.2340], [-3.0036, 2.5268, 2.6789], [-4.0515, 2.3348, 2.1327], [-1.9725, 3.2448, 2.2249], [-0.7564, 3.2830, 3.0479], [-1.8735, 3.9404, 0.8878], [-2.8082, 2.2214, 3.7185], [0.1678, 3.3821, 2.4785], [-0.4679, 2.4086, 3.6313], [-0.7491, 4.1874, 3.6562], [-1.1126, 3.4760, 0.2605], [-2.8710, 3.9488, 0.4485], [-1.5236, 4.9669, 0.9974], [-2.4617, -1.9384, -4.6442], [-2.8647, -1.7102, -3.5474], [-2.5556, -1.0645, -5.6992], [-1.9653, -1.2367, -6.9933], [-3.2702, 0.2570, -5.6323], [-1.9490, -2.8803, -4.8938], [-1.2956, -2.0963, -7.0183], [-1.4620, -0.3860, -7.4527], [-2.7945, -1.3957, -7.6828], [-3.7531, 0.3773, -4.6625], [-2.5919, 1.1102, -5.6412], [-4.0352, 0.3375, -6.4046], [1.5767, -3.6071, -5.4036], [0.3275, -3.8379, -5.3905], [2.5257, -4.5419, -5.6863], [3.8791, -4.1700, -5.9115], [2.1041, -5.9216, -6.0621], [2.0459, -2.6518, -5.1217], [4.2021, -4.1180, -6.9512], [4.5788, -4.8269, -5.3946], [4.0890, -3.2136, -5.4325], [1.0587, -6.0774, -5.7957], [2.3194, -6.1452, -7.1070], [2.6682, -6.6549, -5.4857], [-2.0604, 3.9245, -5.5920], [-1.1002, 3.1175, -4.3702], [-3.8238, 3.7632, -5.2800], [-1.6141, 5.5963, -5.5570], [-1.6978, 3.4164, -7.1971]], "forces_ev_per_angstrom": [[0.2, 1.2, -0.9], [0.0, -0.5, 0.6], [0.5, -0.8, -0.6], [-0.8, 0.0, 0.7], [-0.4, 0.4, -0.8], [-0.2, -0.4, 0.1], [0.3, -0.1, 0.5], [0.2, 0.1, -0.2], [-0.1, -0.1, 0.1], [-0.2, -0.2, -0.3], [0.2, 0.1, 0.1], [0.6, 0.2, 0.6], [-0.5, 0.2, -0.3], [0.4, -0.8, -0.2], [-0.4, -0.3, -1.7], [0.5, 0.4, 0.9], [-1.7, 1.2, 1.2], [0.3, 0.0, 0.7], [0.4, 0.1, 0.2], [-0.2, -0.2, -0.2], [0.0, 0.5, 0.1], [-0.7, -0.4, -0.4], [1.1, -0.1, -0.5], [0.8, -0.5, -0.1], [0.7, -1.7, 0.7], [-0.4, 0.7, 0.1], [-0.1, -0.9, 1.2], [-0.5, 1.6, -1.1], [1.3, -1.1, -0.8], [0.1, 0.1, -0.3], [0.0, -0.2, -0.2], [-0.1, -0.1, -0.3], [-0.1, 0.0, 0.1], [-1.0, 0.5, -0.1], [0.3, 0.2, 0.1], [-0.2, 0.6, 0.7], [1.7, 0.2, -2.7], [-0.9, -0.1, 1.8], [-0.7, 0.4, -0.8], [1.4, 0.7, -0.2], [0.2, 0.4, 0.3], [0.1, -0.4, 0.2], [-0.1, -0.5, -0.4], [0.2, -0.5, 0.6], [-0.5, 0.0, 0.7], [-0.2, 0.0, 0.6], [-0.4, -0.1, 0.1], [-0.7, -0.1, 0.0], [0.0, 0.0, -0.8], [2.0, -0.6, -0.6], [-0.4, 0.5, 0.3], [-1.2, 0.4, 0.9], [0.2, -0.6, 0.9], [-1.1, 0.0, 0.0], [1.2, 0.3, 0.1], [-0.5, -0.2, -0.6], [-0.3, -0.5, -0.3], [-0.2, -0.3, 0.3], [0.4, 0.3, -0.2], [0.0, 0.8, 0.3], [-1.5, 2.7, 0.2], [0.0, -1.3, -0.1], [0.7, -0.8, -0.2], [1.2, -0.3, -0.4], [-1.7, 0.4, 0.5], [0.4, 0.0, 0.1], [0.4, 0.1, 0.0], [0.4, 0.1, 0.1], [-0.9, 0.1, 0.1], [0.6, 0.0, -0.6], [1.0, -0.4, -0.1], [-0.5, -0.6, 0.2], [0.7, -2.3, -1.1], [0.1, 1.7, -0.3], [-1.4, 0.8, -0.2], [0.7, 0.5, 1.8], [0.5, 0.8, -0.3], [0.2, -0.2, 0.1], [-0.1, 0.2, 0.0], [-0.3, 0.1, -0.5], [0.3, -1.3, 0.0], [-0.2, 0.1, 0.1], [-0.1, -0.1, 0.2], [-0.3, -0.1, 0.0], [0.0, -0.1, -0.4], [-0.8, -1.3, -0.1], [1.0, -0.2, 0.2], [1.0, 0.7, 0.2], [-0.7, 0.7, 0.2], [-0.1, 0.1, 0.2], [0.2, 0.4, 0.0], [-0.3, -0.6, 0.1], [0.3, 0.2, -0.1], [-0.4, 0.0, -0.6], [-0.4, -0.1, 0.5], [0.2, 0.1, 0.1], [0.4, -1.8, 3.2], [-0.2, 0.6, -1.3], [1.9, 0.8, -2.0], [-0.7, 0.3, 0.3], [-0.8, 0.0, 0.7], [-0.4, 0.2, -0.6], [-0.7, 0.3, -0.3], [-0.5, -0.6, -0.1], [0.3, 0.0, 0.2], [0.2, 0.0, 0.0], [-0.1, -0.3, 0.4], [0.3, 0.3, -0.3], [0.0, -1.2, -1.1], [0.0, 0.6, 0.8], [-1.9, 1.6, -1.0], [1.5, -0.4, 0.2], [0.1, -0.7, 1.0], [0.1, 0.2, 0.1], [-0.3, 0.1, -0.6], [-0.2, -0.4, 0.4], [0.0, 0.0, 0.0], [0.3, 0.1, -0.2], [0.4, 0.0, 0.4], [-0.1, -0.2, -0.1], [0.7, 2.9, -0.7], [-0.3, -1.3, 1.2], [-1.9, -1.8, -0.5], [0.8, 0.4, -0.7], [0.4, -0.6, -0.7], [0.4, -0.1, 0.1], [0.0, 0.0, 0.2], [0.0, 0.1, 0.0], [0.4, 0.1, -0.1], [0.2, 0.9, 0.8], [-0.4, -0.4, 0.1], [-0.1, -0.2, 0.4], [-1.1, -0.6, 0.5], [0.6, 0.5, -0.3], [1.2, 0.4, -0.1], [-0.7, -0.3, -0.5], [0.2, -0.5, 0.0], [-0.1, -0.2, 0.0], [-0.1, -0.1, -0.1], [0.4, 0.6, 0.2], [0.0, 0.0, -0.1], [-0.2, -0.3, 0.1], [-0.5, 0.2, 0.3], [0.2, 0.3, 0.0], [-1.4, 1.1, 0.0], [0.5, -0.1, -0.3], [1.0, -1.0, -0.1], [0.0, 0.2, -0.2], [-0.8, 0.3, 0.4], [-0.2, -0.5, -0.1], [-0.1, -0.3, 0.6], [0.8, 0.4, -0.1], [-0.4, 0.5, -0.6], [0.0, -0.3, 0.1], [-0.4, 0.0, 0.0], [1.0, -0.5, 0.2], [0.6, 0.6, 1.1], [-1.5, -0.4, -1.1], [2.2, 0.6, -1.2], [0.9, 0.8, -0.2], [-0.4, -0.6, 1.4], [0.1, -0.4, 0.1], [-0.3, 0.2, -0.9], [-1.2, -0.2, 0.3], [-0.1, -0.1, 0.4], [-0.2, -0.3, 0.0], [0.2, -0.2, -0.2], [-0.2, 0.1, 0.5], [0.9, 0.3, -2.5], [-1.0, 0.5, 2.2], [-0.4, 2.1, 0.3], [-0.6, -1.3, -1.0], [0.2, -1.0, 1.4], [0.1, 0.1, -0.3], [0.0, 0.0, 0.0], [0.2, 0.3, 0.8], [0.0, -0.4, -0.4], [-0.2, -0.4, 0.0], [0.3, -0.3, -0.6], [0.2, -0.1, -0.2], [-2.2, -1.6, 0.0], [3.2, 1.0, 0.0], [-1.8, -0.8, -0.5], [1.4, 0.5, 0.7], [0.3, 0.5, 0.6], [-0.3, 0.1, -0.1], [-0.3, 0.0, -0.2], [-0.2, -0.4, 0.0], [-0.2, 0.3, -0.3], [0.1, 0.3, -0.3], [-0.3, 0.3, -0.1], [0.2, 0.2, 0.2], [-0.8, 0.5, 0.2], [0.0, -0.6, 0.2], [0.6, -0.2, -0.1], [0.1, 1.4, 0.3], [0.2, -1.1, -0.9]], "homo_energy_ev": -9.11, "e_tot_ev": -159317.8163}

---

No. 2
{"formula": "C6H15NO2S", "method": "the ωB97M-V functional and the def2-TZVPD basis", "symbols": ["C", "C", "C", "S", "O", "O", "H", "H", "H", "H", "H", "H", "C", "N", "C", "C", "H", "H", "H", "H", "H", "H", "H", "H", "H"], "coordinates": [[1.5212, 1.0193, -1.1398], [0.0539, 1.0309, -0.9159], [-0.4532, 2.0924, -0.0091], [-1.0642, 0.7139, -2.5423], [-1.0820, 2.1323, -2.8363], [-2.2894, 0.2508, -1.8556], [1.9245, 0.2449, -1.8490], [2.0667, 1.1757, -0.2209], [1.5855, 1.9163, -1.7377], [-1.5990, 2.0262, -0.0947], [-0.0580, 3.0957, -0.3116], [-0.0411, 1.8802, 0.8808], [0.8134, -0.8890, 1.1274], [-0.3160, -0.6121, 0.1954], [-1.5846, -0.5576, 0.8015], [-0.3387, -1.6691, -0.8661], [0.4949, -1.8190, 1.6235], [1.5748, -1.2741, 0.4294], [0.8271, 0.0145, 1.6900], [-2.2789, -0.3174, -0.0590], [-1.7954, -1.6130, 1.2733], [-1.7785, 0.2021, 1.6982], [-1.1705, -1.2539, -1.4590], [0.6217, -1.6681, -1.4114], [-0.5287, -2.6005, -0.3557]], "forces_ev_per_angstrom": [[-0.4, -0.4, -1.0], [-0.2, -2.3, 0.0], [-2.5, 0.8, -4.0], [0.8, 0.0, 1.5], [-0.1, 1.4, -0.9], [-0.7, 0.1, -0.5], [-0.4, 0.3, 1.1], [0.5, -0.2, 0.1], [0.4, 0.7, -0.2], [1.7, 0.6, 0.6], [-0.6, -0.8, 0.0], [0.9, -0.5, 3.7], [-2.0, -1.6, -2.2], [2.9, 0.8, -1.8], [-3.2, -0.3, 2.2], [-0.3, 1.6, 0.3], [0.2, 0.6, 0.8], [0.7, 1.2, 0.9], [1.3, 0.2, 1.0], [0.3, -0.4, 1.5], [0.1, 1.8, -0.9], [1.0, -1.4, -2.1], [0.4, -1.6, -0.2], [-0.5, -0.1, 0.3], [-0.1, -0.6, -0.2]], "homo_energy_ev": -7.92, "smiles": "CC(C)=S(=O)=O.CN(C)C", "e_tot_ev": -22881.5480, "e_above_lowest_kcal_mol": 109.59}